Formula: C17H17B2N2O17Pb3
Source: the OMol25 dataset
Level of theory: ωB97M-V with the def2-TZVPD basis set

XYZ file:
```
58
Properties=species:S:1:pos:R:3
Pb -21.4807 1.1706 12.9941
Pb -21.1505 2.4911 16.6542
Pb -22.6046 -1.5942 16.0706
O -22.2873 3.6695 14.6245
C -23.0413 4.5348 14.1817
O -24.3347 4.5946 14.1123
B -24.7673 5.6553 13.2140
O -23.5480 6.2883 12.6824
C -22.5325 5.6168 13.1882
O -21.3764 5.7625 12.8729
O -25.6365 6.6522 13.9467
C -26.8329 6.6388 13.3990
O -27.7946 7.2816 13.7569
C -26.8992 5.5327 12.3103
O -25.6881 5.0981 12.1786
O -27.8942 5.1265 11.7778
O -23.4918 -0.7986 18.2346
C -23.6659 -0.2243 19.3131
O -24.5021 -0.5907 20.1998
B -24.4418 0.4539 21.2617
O -23.3474 1.3775 20.9157
C -23.0241 1.1320 19.6989
O -22.2323 1.7342 18.9800
O -24.2736 -0.1776 22.5643
C -25.1483 0.1711 23.5005
O -25.1587 -0.3213 24.5843
C -26.2099 0.9580 22.7560
O -25.7223 1.1245 21.4470
O -27.2304 1.3416 23.2008
C -24.1379 0.9531 15.6224
O -22.7304 0.9226 15.3870
H -24.4641 1.9904 15.5016
H -24.7363 0.3795 14.9144
H -24.4371 0.7099 16.6428
C -27.4183 0.0259 18.3748
C -27.3168 -1.4210 18.7946
C -27.4242 -2.3075 17.5115
C -26.2292 -2.1678 16.6969
N -25.3060 -2.0587 15.9962
H -28.4426 0.2904 18.1116
H -26.8324 0.1946 17.4669
H -27.1012 0.7313 19.1435
H -28.1173 -1.6801 19.4876
H -26.4214 -1.7916 19.2938
H -28.3367 -2.3157 16.9154
H -27.2539 -3.3645 17.7578
C -26.6420 -3.4665 12.8524
C -25.7041 -3.5800 11.6128
C -24.2071 -3.2763 11.8989
C -23.8508 -1.9110 12.2873
N -23.5720 -0.8325 12.5840
H -27.6893 -3.7105 12.6890
H -26.5789 -2.4574 13.2615
H -26.2439 -4.1940 13.5645
H -26.2682 -2.8841 10.9901
H -25.7874 -4.5750 11.1808
H -23.6066 -3.3357 10.9874
H -23.8595 -3.8807 12.7382
```

Output
- HOMO (eV) = -15.47
- orbital gap (eV) = 1.76
- F_max (eV Å⁻¹) = 6.28
- E_LUMO (eV) = -13.714
- calculated total energy (eV) = -72763.46822
- charge = +3

=====

Formula: C17H17BaClINO
Source: the OMol25 dataset
Level of theory: ωB97M-V with the def2-TZVPD basis set

XYZ file:
```
39
Properties=species:S:1:pos:R:3
C 0.6408 -1.1885 -2.5017
C 0.1870 1.9971 -2.3861
C -0.6256 -1.2851 -3.2361
H 1.1277 -2.1751 -2.6214
C -0.9175 1.6188 -1.7220
H 0.6305 2.9629 -2.1359
H -0.8800 -2.2744 -3.6385
H -1.2064 2.1934 -0.8353
C -1.6168 -0.2393 -3.3801
H -2.5522 -0.7462 -3.6743
H -1.3852 0.4590 -4.1974
C 1.6213 -0.0930 -2.9619
H 2.1897 -0.4827 -3.8207
H 2.3821 0.1302 -2.1899
C 0.9777 1.2361 -3.4149
H 0.4067 1.0660 -4.3376
H 1.8098 1.9065 -3.6955
C -1.9194 0.5746 -2.0822
H -2.8995 1.0604 -2.2309
H -2.0602 -0.1159 -1.2354
Ba 2.3665 -1.2112 0.7693
H 0.8930 -1.1717 -1.0031
Cl -0.3992 0.3622 6.4787
C 0.2544 0.4662 4.8982
C 1.5476 0.9666 4.7163
C 2.1172 0.9707 3.4538
I 4.2245 0.5959 3.1047
C 1.2772 0.8668 2.2997
O 1.6732 1.1327 1.1006
C 0.0872 0.0322 2.5147
N -0.1815 -0.8827 1.5414
C -1.2628 -1.6653 1.6623
C -2.0106 -1.7047 2.8513
C -1.6100 -0.9401 3.9337
C -0.4841 -0.0952 3.8135
H 2.1187 1.3047 5.5780
H -1.5208 -2.2689 0.7898
H -2.8741 -2.3617 2.9049
H -2.1269 -1.0012 4.8901
```

Output
- relative energy (zero: lowest compared OMol25 entry of this formula, charge and spin) (kcal/mol) = 19.0
- HOMO (eV) = -4.85
- orbital gap (eV) = 3.93
- F_max (eV Å⁻¹) = 3.86
- E_LUMO (eV) = -0.914
- calculated total energy (eV) = -42754.22382

=====

Formula: C17H17BrClN3O5PReS2
Source: the OMol25 dataset
Level of theory: ωB97M-V with the def2-TZVPD basis set

XYZ file:
```
48
Properties=species:S:1:pos:R:3
Re 1.2724 -0.6017 2.1780
O 1.4458 1.0732 5.4866
Cl 2.1390 0.1201 4.7194
O 3.3350 -0.3269 5.2797
O 1.2351 -1.0113 4.3381
O 2.4069 0.7318 3.3232
Br 2.6621 -2.4802 1.8902
C -3.3707 -1.9284 1.7037
N -2.6495 -0.7539 2.2089
C -3.2715 0.3890 2.6050
C -2.5893 1.4927 2.9890
C -1.1681 1.4402 2.9909
N -0.5816 0.2869 2.6494
C -1.2998 -0.7738 2.2056
O -0.6043 -1.7402 1.8206
N -0.4095 2.4771 3.3062
H -4.4013 -1.6416 1.5184
H -3.3290 -2.7327 2.4344
H -2.9023 -2.2427 0.7742
H -4.3514 0.3682 2.5713
H -3.1112 2.3911 3.2779
H -0.8255 3.3452 3.5966
H 0.5953 2.3918 3.3426
S -1.7365 0.7082 -0.5426
P 0.0756 0.3561 -1.1728
S 1.5360 0.6525 0.3846
C 0.3856 -1.3000 -1.8081
C -0.6238 -1.8720 -2.5831
C -0.4265 -3.1152 -3.1598
C 0.7705 -3.7918 -2.9610
C 1.7730 -3.2247 -2.1889
C 1.5846 -1.9778 -1.6122
C 0.6561 1.5215 -2.4162
C 1.8498 1.2664 -3.0929
C 2.3172 2.1735 -4.0277
C 1.5933 3.3297 -4.2927
C 0.4049 3.5804 -3.6241
C -0.0671 2.6793 -2.6814
H -1.5602 -1.3464 -2.7249
H -1.2078 -3.5580 -3.7627
H 0.9208 -4.7653 -3.4087
H 2.7045 -3.7524 -2.0320
H 2.3771 -1.5429 -1.0160
H 2.4075 0.3573 -2.9020
H 3.2404 1.9755 -4.5553
H 1.9566 4.0344 -5.0291
H -0.1602 4.4774 -3.8396
H -0.9981 2.8605 -2.1604
```

Output
- relative energy (zero: lowest compared OMol25 entry of this formula, charge and spin) (kcal/mol) = 6.1
- HOMO (alpha / beta) (eV) = -11.48 / -11.32
- orbital gap (alpha / beta) (eV) = 6.40 / 6.66
- F_max (eV Å⁻¹) = 0.57
- E_LUMO (alpha / beta) (eV) = -5.086 / -4.655
- calculated total energy (eV) = -148256.85182
- ⟨S²⟩ = 0.830
- charge = +1
- 2S+1 = 2

=====

Formula: C17H17BrLu
Source: the OMol25 dataset
Level of theory: ωB97M-V with the def2-TZVPD basis set

XYZ file:
```
36
Properties=species:S:1:pos:R:3
C -0.9773 -0.5924 -2.0271
C 0.0277 0.2830 -2.5293
C 1.3077 -0.3007 -2.2383
H -0.1466 1.1924 -3.1035
C 1.0796 -1.5459 -1.5664
C -0.3293 -1.7120 -1.4149
H -0.8139 -2.5866 -0.9830
H -2.0525 -0.4580 -2.1484
H 2.2794 0.1187 -2.5028
H 1.8404 -2.2777 -1.2883
Lu 0.2998 0.2989 -0.0798
Br 0.7765 2.7923 -0.5868
C -0.8295 0.5739 2.3556
C -1.1919 -0.7571 1.9676
C -2.0382 -0.6615 0.8288
H -0.9471 -1.6735 2.5053
C -2.2048 0.7213 0.5055
C -1.4700 1.4843 1.4597
H -1.4531 2.5705 1.5316
H -0.2267 0.8459 3.2199
H -2.5307 -1.4969 0.3347
H -2.8283 1.1279 -0.2891
C 2.4595 -0.3637 1.2618
C 3.6080 0.0208 2.0389
C 4.9288 -0.1817 1.5285
C 6.0411 -0.0590 2.3540
C 5.8956 0.3661 3.6869
C 4.6124 0.6756 4.1737
C 3.4868 0.5388 3.3636
H 2.7303 -0.8675 0.3218
H 1.6555 -0.8568 1.8423
H 5.0367 -0.4847 0.4819
H 7.0342 -0.2856 1.9535
H 6.7810 0.4851 4.3183
H 4.5095 1.0370 5.1990
H 2.4955 0.8115 3.7374
```

Output
- relative energy (zero: lowest compared OMol25 entry of this formula, charge and spin) (kcal/mol) = 0.0
- HOMO (eV) = -3.23
- orbital gap (eV) = 6.46
- F_max (eV Å⁻¹) = 2.86
- E_LUMO (eV) = 3.232
- calculated total energy (eV) = -121571.22757
- charge = -1

=====

Formula: C17H17ClFNO2S
Source: the OMol25 dataset
Level of theory: ωB97M-V with the def2-TZVPD basis set

XYZ file:
```
40
Properties=species:S:1:pos:R:3
C -5.0251 -1.4933 0.1107
H -5.4747 -2.3010 0.6858
O -3.8189 -1.1845 0.7669
C -3.0536 -0.1694 0.2817
C -3.3338 0.5614 -0.8682
C -2.4695 1.5685 -1.2687
C -1.3194 1.8495 -0.5580
C -1.0262 1.1136 0.5889
C -1.9010 0.1246 1.0080
H -1.6859 -0.4261 1.9099
C 0.1860 1.3502 1.4282
O 0.2347 1.0433 2.6043
N 1.2208 1.9445 0.7883
H 1.2098 2.0432 -0.2150
C 2.4746 2.2251 1.4401
C 3.5734 1.2640 0.9984
H 4.5273 1.5424 1.4450
H 3.3203 0.2448 1.2754
S 3.7673 1.3091 -0.8246
C 3.6391 -0.4728 -1.2515
C 2.3198 -1.0645 -0.8881
C 1.1776 -0.7546 -1.6255
C -0.0673 -1.2823 -1.3507
C -0.2019 -2.1486 -0.2799
C 0.8992 -2.4754 0.4884
C 2.1416 -1.9423 0.1809
Cl 3.4946 -2.4288 1.1491
H 0.8031 -3.1462 1.3269
H -1.1657 -2.5680 -0.0419
H -0.9076 -1.0056 -1.9660
F 1.2989 0.0941 -2.6659
H 3.7824 -0.4833 -2.3320
H 4.4604 -0.9927 -0.7622
H 2.3071 2.1192 2.5152
H 2.7716 3.2547 1.2157
H -0.6793 2.6544 -0.8848
H -2.7040 2.1396 -2.1550
H -4.2190 0.3656 -1.4527
H -5.7066 -0.6371 0.0976
H -4.8503 -1.8351 -0.9150
```

Output
- relative energy (zero: lowest compared OMol25 entry of this formula, charge and spin) (kcal/mol) = 0.0
- SMILES = COc1cccc(C(=O)NCCSCc2c(F)cccc2Cl)c1
- HOMO (eV) = -8.76
- orbital gap (eV) = 9.37
- F_max (eV Å⁻¹) = 0.56
- E_LUMO (eV) = 0.612
- calculated total energy (eV) = -49565.88067